1.
13
Properties=species:S:1:pos:R:3:forces:R:3:mulliken_charge:R:1 method="wB97M-V/def2-TZVPD" charge=0 de_lowest_kcal_mol=124.65 gap_ev=9.342 total_energy_ha=-373.91173 homo_ev=-9.0264 max_force_ha_per_bohr=0.126
H -1.178 2.826 0.988 2.75 -3.59 -0.19 0.28
C 0.635 -1.004 -0.350 -1.85 -5.08 -2.87 0.28
O 0.704 0.335 -0.115 0.49 0.13 0.02 -0.33
N -1.392 0.688 -0.925 -5.25 1.72 3.25 -0.66
H 1.858 -2.733 -0.450 0.57 3.53 0.49 0.37
N -0.492 1.902 1.013 -4.63 0.85 -2.59 -0.48
N -0.445 -1.716 -0.788 3.11 4.30 -0.12 -0.64
H 2.071 -1.710 0.956 0.64 0.30 -3.85 0.29
H -1.215 -0.932 -1.274 2.63 -2.41 2.29 0.46
C -0.496 0.953 -0.074 0.04 2.68 1.78 0.53
H 0.382 1.984 1.402 2.14 0.63 1.17 0.25
N 2.084 -1.632 -0.222 -4.66 -2.19 3.91 -0.60
H -2.515 1.039 -0.161 4.02 -0.87 -3.30 0.27


2.
14
Properties=species:S:1:pos:R:3:forces:R:3:mulliken_charge:R:1 method="wB97M-V/def2-TZVPD" charge=0 de_lowest_kcal_mol=92.39 gap_ev=9.887 total_energy_ha=-449.17395 homo_ev=-9.2923 max_force_ha_per_bohr=0.127
N 0.348 -0.714 -0.106 2.51 -0.41 3.17 0.11
N -1.862 -0.276 -0.477 0.29 -0.28 0.14 -0.35
H 0.052 1.801 0.115 0.38 -0.16 -1.03 0.32
C -0.772 -0.865 -0.745 -4.18 -1.40 -4.75 0.04
O 0.797 -1.996 0.388 4.56 2.46 -3.94 -0.48
H 1.785 -1.792 -0.222 -2.92 -1.85 3.27 0.41
N 0.907 1.586 -0.450 1.65 2.05 3.02 -0.58
C 1.289 0.278 -0.146 0.37 0.56 0.85 0.46
H -0.777 -1.571 -1.665 -0.07 1.13 1.62 0.30
H 1.737 2.232 0.071 -2.82 -2.32 -2.23 0.36
N -1.807 0.546 0.628 -2.44 0.47 2.50 -0.46
H -2.819 0.620 0.973 1.97 0.18 -0.84 0.30
O 2.425 -0.011 0.163 0.83 -0.55 -0.38 -0.66
H -1.303 0.163 1.473 -0.16 0.13 -1.41 0.23


3.
14
Properties=species:S:1:pos:R:3:forces:R:3:mulliken_charge:R:1 method="wB97M-V/def2-TZVPD" charge=0 de_lowest_kcal_mol=120.47 gap_ev=9.000 total_energy_ha=-449.12920 homo_ev=-9.3423 max_force_ha_per_bohr=0.097
N -1.011 0.033 -0.594 -1.30 -1.50 4.55 0.07
N -1.207 -1.167 0.611 -1.44 -1.52 -1.72 -0.41
N 1.885 1.987 0.316 0.68 -0.16 0.64 -0.59
C -0.221 0.777 0.280 0.99 1.84 -0.06 0.69
H 1.475 2.317 1.197 -0.30 0.10 -0.25 0.30
O -0.653 1.299 1.299 0.38 -0.71 -1.01 -0.60
N -0.561 -0.522 -1.716 0.97 -0.63 -1.06 -0.52
H -1.564 -0.847 1.516 0.38 0.84 -0.60 0.31
H 1.516 0.646 -1.137 -0.02 -0.18 0.12 0.43
O -0.077 -1.977 0.848 -0.05 1.01 -0.29 -0.33
H -1.320 -0.749 -2.354 0.08 0.04 0.44 0.26
H 0.056 -1.326 -1.580 -0.07 0.29 -0.01 0.24
C 1.189 1.073 -0.192 -0.27 0.55 -0.61 -0.17
H 0.493 -1.544 1.507 -0.03 0.03 -0.14 0.32


4.
14
Properties=species:S:1:pos:R:3:forces:R:3:mulliken_charge:R:1 method="wB97M-V/def2-TZVPD" charge=0 de_lowest_kcal_mol=209.86 gap_ev=8.717 total_energy_ha=-448.98675 homo_ev=-8.6132 max_force_ha_per_bohr=0.116
H 1.425 -2.068 0.675 -1.79 2.71 -3.78 0.25
N 0.195 -0.282 -0.169 0.04 -2.51 -0.18 0.25
H -1.460 0.397 0.659 -1.42 0.09 -0.38 0.25
H 3.358 2.002 1.049 -2.69 1.81 1.13 0.41
C 0.841 0.822 0.237 1.16 1.33 3.26 0.02
O 2.347 2.233 1.208 3.20 -3.13 -2.03 -0.43
C -1.239 -0.401 -0.041 1.95 0.74 -0.46 0.08
O -3.312 -0.697 -0.714 0.37 -1.57 0.28 -0.35
H 0.138 -2.088 -1.230 3.82 1.98 3.03 0.35
H -3.756 -1.534 -0.939 -0.31 0.67 0.06 0.37
N 1.117 -1.336 -0.430 -3.31 -4.93 -0.67 -0.68
N 2.109 0.940 0.451 -1.07 0.54 -0.38 -0.41
H 0.299 1.507 0.862 -0.99 0.73 -0.54 0.26
N -1.977 -1.183 -0.738 1.04 1.53 0.66 -0.38


5.
14
Properties=species:S:1:pos:R:3:forces:R:3:mulliken_charge:R:1 method="wB97M-V/def2-TZVPD" charge=0 de_lowest_kcal_mol=223.80 gap_ev=9.324 total_energy_ha=-448.96454 homo_ev=-9.2621 max_force_ha_per_bohr=0.162 smiles="C=NN=C(NO)NO"
H -0.552 -2.415 1.432 4.08 2.73 -1.68 0.32
O 0.291 -1.748 1.028 -4.90 -3.63 1.47 -0.47
C 1.618 1.360 -2.150 4.78 4.27 -5.31 -0.34
N -0.088 1.137 -0.723 0.84 -3.03 2.62 -0.41
H -1.928 -1.363 2.272 -0.60 3.36 -2.22 0.30
N -1.146 0.623 1.446 -0.22 -2.17 -1.61 -0.26
N 1.180 0.573 -1.368 -5.02 -2.41 3.75 -0.19
H 1.236 2.449 -2.430 0.56 -2.47 0.67 0.27
O -2.240 -0.580 1.587 2.67 0.26 3.06 -0.45
N -0.404 -1.249 -0.189 4.19 2.56 0.77 -0.24
H -0.644 1.250 2.356 -1.86 -3.24 -3.63 0.34
H 2.642 0.955 -2.616 -2.15 1.39 0.65 0.21
H 0.557 -1.170 -0.757 -2.68 -0.23 0.42 0.49
C -0.521 0.179 0.113 0.31 2.62 1.04 0.42


6.
14
Properties=species:S:1:pos:R:3:forces:R:3:mulliken_charge:R:1 method="wB97M-V/def2-TZVPD" charge=0 de_lowest_kcal_mol=11.75 gap_ev=10.294 total_energy_ha=-449.30245 homo_ev=-9.7250 max_force_ha_per_bohr=0.056 smiles="[H]/N=C(/N)OC(=O)NN"
N -2.115 -1.376 0.014 -2.45 0.78 -0.48 -0.54
N 1.971 0.100 -0.113 0.89 -0.21 0.22 -0.04
O -0.114 -0.387 -0.066 -1.68 0.46 0.23 -0.27
H 2.649 0.815 -0.033 1.18 0.20 0.04 0.25
H 1.975 -1.514 1.048 0.22 -0.03 -0.70 0.27
C 0.750 0.639 -0.014 0.62 0.13 -1.17 0.67
C -1.473 -0.122 0.030 -1.47 -0.06 -0.08 0.46
H 1.975 -1.825 -0.599 0.03 0.15 0.28 0.29
H -3.176 -1.169 -0.067 2.47 -0.60 0.20 0.32
N -2.114 0.973 0.155 -0.20 -2.82 -0.43 -0.68
O 0.569 1.833 -0.061 -0.63 -0.29 0.40 -0.63
N 2.353 -1.229 0.134 -0.29 0.17 0.49 -0.66
H -1.833 -2.006 -0.752 0.05 0.62 0.70 0.23
H -1.556 1.759 0.001 1.25 1.50 0.30 0.32